# 1
{"formula": "CH4IN2", "method": "wB97M-V/def2-TZVPD", "symbols": ["C", "N", "N", "I", "H", "H", "H", "H"], "positions_angstrom": [[-0.5812, 0.9691, 1.2812], [-0.1406, -0.0832, 0.9873], [0.4506, -0.7592, -0.8974], [-0.9719, 2.8365, 1.7869], [0.6981, -1.0340, -1.8117], [0.6892, -0.3441, -0.0069], [0.0810, -1.7410, -0.6417], [-0.2253, 0.1558, -0.6978]], "forces_ev_per_a": [[1.349, -2.075, -0.113], [-3.122, 4.260, 5.787], [-3.656, -1.774, -2.954], [-0.280, 0.127, 0.083], [1.769, 1.258, -1.692], [4.185, -0.798, 1.419], [-0.385, 2.400, 0.438], [0.140, -3.398, -2.966]], "nbo_charge": [0.152, -0.508, -0.953, 0.505, 0.445, 0.440, 0.445, 0.474], "total_charge": 1, "multiplicity": 1, "e_tot_ha": -447.31122, "de_lowest_kcal_mol": 91.5, "homo_ev": -15.1133, "homo_lumo_gap_ev": 10.72}



# 2
{"formula": "C30H56BO7S3", "method": "wB97M-V/def2-TZVPD", "symbols": ["C", "C", "C", "C", "C", "B", "C", "C", "O", "C", "C", "C", "C", "C", "C", "C", "C", "C", "C", "C", "H", "H", "H", "H", "H", "H", "H", "H", "H", "H", "H", "H", "H", "H", "H", "H", "H", "H", "H", "H", "H", "H", "H", "H", "H", "H", "H", "H", "H", "H", "H", "H", "C", "C", "C", "S", "O", "O", "C", "H", "H", "H", "H", "H", "H", "H", "H", "C", "C", "C", "S", "O", "O", "C", "H", "H", "H", "H", "H", "H", "H", "H", "C", "C", "C", "S", "O", "O", "C", "H", "H", "H", "H", "H", "H", "H", "H"], "positions_angstrom": [[7.6979, -3.3610, 1.0613], [8.1400, -2.6353, -0.3176], [7.1168, -3.1162, -1.4826], [5.6404, -2.6388, -1.0132], [4.6582, -2.2784, -2.2213], [4.1231, -0.7413, -2.3467], [4.0926, 0.1890, -1.0212], [3.2469, -0.2713, 0.2428], [2.9578, -1.6772, 0.3758], [5.1719, 0.0225, -3.4137], [6.7022, 0.0205, -2.9350], [7.2579, 1.5562, -3.0242], [8.3473, 1.6845, -1.8149], [2.6919, -0.7802, -3.2182], [1.4356, -1.2915, -2.4027], [0.4757, -0.1832, -1.8255], [-0.7644, -0.5327, -0.9643], [-1.0718, -2.0176, -0.6427], [-0.1620, -3.1441, -1.2211], [1.0619, -2.7535, -2.0747], [6.8667, -2.7701, 1.6048], [8.5632, -3.4327, 1.8062], [7.2740, -4.4095, 0.8979], [7.9290, -1.5114, -0.1564], [9.2362, -2.7965, -0.5858], [7.1621, -4.2536, -1.5649], [7.3572, -2.6745, -2.5048], [5.7934, -1.8353, -0.2222], [5.1889, -3.5484, -0.4574], [3.8007, -3.0561, -2.2065], [5.2384, -2.5142, -3.2005], [5.1654, 0.4200, -0.6447], [3.6822, 1.2289, -1.3399], [3.8371, 0.0396, 1.1929], [2.2600, 0.3297, 0.2766], [1.9866, -1.8192, 0.4818], [5.0850, -0.5291, -4.4244], [4.8019, 1.1109, -3.5487], [7.3659, -0.6452, -3.6088], [6.8793, -0.2935, -1.8548], [6.4172, 2.2896, -2.7335], [7.7214, 1.7825, -4.0430], [9.1108, 0.8193, -1.8879], [8.8856, 2.6887, -1.8553], [7.8039, 1.5669, -0.8068], [2.8148, -1.3919, -4.1903], [2.4885, 0.3105, -3.5476], [0.6996, 0.9244, -2.0476], [-1.4154, 0.3201, -0.5586], [-1.9459, -2.3474, 0.0105], [-0.3341, -4.2553, -1.0038], [1.7389, -3.5935, -2.4780], [-5.2239, 0.1680, 3.5802], [-6.0715, -1.0735, 3.2942], [-5.4742, -1.7646, 2.0663], [-3.7329, -1.3512, 2.0579], [-3.4596, -0.5368, 0.8965], [-2.9612, -2.5332, 2.3705], [-3.7746, -0.2929, 3.4934], [-5.4493, 0.5950, 4.5538], [-5.4203, 0.9321, 2.8218], [-6.0291, -1.7496, 4.1545], [-7.1207, -0.8172, 3.1306], [-5.5881, -2.8479, 2.1186], [-5.9150, -1.3885, 1.1415], [-3.0693, 0.5285, 3.3705], [-3.5012, -0.8974, 4.3613], [-8.5342, 4.5757, 6.7952], [-7.4387, 4.1957, 7.7936], [-6.9612, 2.7867, 7.4365], [-7.2400, 2.5944, 5.6791], [-8.2443, 1.5748, 5.4811], [-5.9668, 2.5647, 4.9947], [-7.9953, 4.1905, 5.4238], [-8.7781, 5.6387, 6.8460], [-9.4451, 4.0086, 7.0128], [-6.6056, 4.9005, 7.7056], [-7.7979, 4.2405, 8.8241], [-5.9001, 2.6548, 7.6505], [-7.5429, 2.0234, 7.9560], [-8.7711, 4.1171, 4.6621], [-7.2138, 4.8813, 5.0997], [-3.0124, 0.4496, -5.5632], [-2.6829, 0.0402, -4.1264], [-2.8778, 1.2721, -3.2420], [-4.1139, 2.2802, -4.0527], [-3.4959, 3.5165, -4.4769], [-5.3351, 2.2558, -3.2770], [-4.3176, 1.2305, -5.4814], [-3.1044, -0.4172, -6.2210], [-2.2163, 1.0902, -5.9564], [-3.3663, -0.7537, -3.8080], [-1.6662, -0.3493, -4.0401], [-3.2290, 1.0002, -2.2461], [-1.9604, 1.8584, -3.1657], [-4.5114, 1.8382, -6.3652], [-5.1626, 0.5657, -5.2890]], "forces_ev_per_a": [[0.054, 0.289, 0.386], [-1.301, -0.101, 0.022], [-0.025, 0.578, 0.933], [0.238, -1.615, -0.115], [0.619, -1.783, 0.083], [0.526, -0.059, -1.349], [-0.134, 1.001, 1.246], [-0.200, 1.661, 0.979], [-0.699, 0.232, -0.066], [0.256, -0.083, -0.333], [0.086, 1.607, -1.024], [0.619, -0.919, 1.943], [-0.125, -0.221, -0.664], [-1.722, -0.015, -0.113], [-2.821, 0.380, 1.534], [-0.994, -3.157, 0.769], [2.414, -2.495, -1.254], [2.558, 0.131, -1.909], [1.078, 3.956, -0.695], [-1.499, 1.695, 0.838], [1.292, -0.874, -1.039], [-1.051, 0.057, -1.047], [0.713, 1.349, 0.052], [0.681, -1.622, -0.383], [-1.407, 0.112, 0.459], [-0.044, 1.382, 0.038], [-0.135, -0.479, 1.411], [-0.497, -0.712, -1.190], [0.653, 1.559, -0.596], [1.256, 1.212, 0.095], [-0.855, 0.221, 1.354], [-1.501, -0.436, -0.625], [0.520, -1.449, 0.548], [-0.929, -0.464, -1.270], [1.421, -0.983, -0.080], [1.186, 0.403, -0.369], [0.188, 0.963, 1.260], [0.728, -1.483, -0.055], [-0.993, 1.001, 1.086], [-0.572, 0.178, -1.377], [1.214, -1.143, -0.876], [-0.732, -0.133, 1.398], [-1.073, 1.441, 0.096], [-0.560, -1.288, 0.219], [0.792, 0.269, -1.537], [-0.150, 0.715, 1.508], [-0.017, -1.584, 0.443], [-0.303, -1.971, 0.366], [1.026, -1.620, -0.593], [1.428, 0.794, -1.094], [0.118, 1.943, -0.283], [-1.220, 1.535, 0.705], [-0.053, -0.197, -0.063], [-0.099, -0.012, 0.105], [-0.618, -0.195, 0.004], [0.223, -0.017, 0.259], [-0.007, -0.261, 0.149], [-0.050, 0.223, -0.370], [-0.108, 0.313, 0.297], [0.115, -0.143, -0.262], [0.045, -0.006, 0.131], [0.007, 0.049, -0.066], [0.092, -0.033, 0.032], [0.180, 0.088, -0.157], [0.178, -0.012, 0.027], [0.058, -0.168, -0.115], [0.039, -0.017, -0.127], [-0.137, -0.005, 0.107], [0.045, 0.206, 0.124], [0.123, 0.044, 0.595], [0.108, 0.269, -0.146], [0.355, 0.001, -0.113], [-0.496, 0.085, 0.244], [-0.270, 0.419, -0.024], [0.005, -0.098, -0.022], [0.049, 0.059, -0.060], [-0.074, -0.065, -0.006], [0.062, -0.019, -0.090], [-0.107, -0.143, -0.154], [0.037, -0.003, -0.175], [0.152, -0.145, -0.029], [-0.016, -0.130, -0.017], [0.141, 0.012, -0.020], [0.092, -0.282, -0.065], [0.340, -0.293, 0.263], [0.031, -0.279, 0.190], [-0.343, 0.023, 0.123], [0.114, 0.408, -0.164], [-0.011, -0.238, -0.490], [0.011, 0.083, 0.036], [-0.086, -0.039, -0.010], [0.066, 0.068, -0.004], [-0.109, 0.038, 0.115], [-0.010, 0.187, -0.076], [-0.137, 0.036, -0.027], [-0.074, 0.102, 0.168], [0.035, 0.108, 0.049]], "lowdin_charge": [-0.149, -0.253, -0.221, -0.219, -0.136, -0.776, -0.124, -0.271, -0.115, -0.175, -0.225, -0.245, -0.161, -0.126, -0.152, -0.056, -0.094, -0.092, -0.085, -0.051, 0.076, 0.057, 0.068, 0.092, 0.091, 0.098, 0.080, 0.087, 0.109, 0.077, 0.099, 0.092, 0.109, 0.105, 0.102, 0.079, 0.095, 0.087, 0.108, 0.068, 0.098, 0.096, 0.071, 0.051, 0.069, 0.109, 0.099, 0.097, 0.074, 0.044, 0.079, 0.090, -0.238, -0.214, -0.224, 0.666, -0.328, -0.329, -0.222, 0.075, 0.125, 0.117, 0.115, 0.102, 0.106, 0.113, 0.109, -0.225, -0.219, -0.222, 0.676, -0.316, -0.330, -0.231, 0.117, 0.120, 0.119, 0.115, 0.106, 0.107, 0.111, 0.111, -0.225, -0.213, -0.229, 0.665, -0.330, -0.340, -0.245, 0.114, 0.121, 0.121, 0.110, 0.095, 0.105, 0.104, 0.105], "total_charge": -1, "multiplicity": 1, "e_tot_ha": -2922.58010, "homo_ev": -4.4251, "homo_lumo_gap_ev": 5.89}



# 3
{"formula": "ClH2NO2S2", "method": "wB97M-V/def2-TZVPD", "symbols": ["N", "O", "O", "S", "S", "Cl", "H", "H"], "positions_angstrom": [[-0.8415, 0.8770, 0.6452], [0.6821, -1.1912, 1.2993], [-0.6533, -1.3339, -0.7723], [2.3307, 0.7537, -1.9933], [-0.6029, -0.9215, 0.6401], [1.2254, -0.8444, -1.9136], [-0.4531, 1.3427, 1.4298], [-1.6874, 1.3174, 0.6647]], "forces_ev_per_a": [[3.354, -1.992, -0.699], [-0.873, 0.891, -0.656], [0.066, 0.503, -0.757], [-0.424, -0.443, 0.083], [-0.438, 0.836, 1.989], [0.488, 0.357, -0.185], [1.549, -0.302, 1.073], [-3.723, 0.150, -0.849]], "nbo_charge": [-1.037, -0.901, -0.834, 0.051, 1.772, 0.196, 0.378, 0.377], "total_charge": 0, "multiplicity": 1, "e_tot_ha": -1462.82210, "de_lowest_kcal_mol": 74.0, "homo_ev": [-8.3756, -8.3932], "homo_lumo_gap_ev": [4.62, 4.65]}



# 4
{"formula": "C5H11ClN2O", "method": "wB97M-V/def2-TZVPD", "symbols": ["C", "C", "C", "C", "C", "N", "N", "O", "Cl", "H", "H", "H", "H", "H", "H", "H", "H", "H", "H", "H"], "positions_angstrom": [[-2.3501, 0.3242, 2.0225], [-1.7448, 0.3770, 0.6428], [-2.2028, -0.4660, -0.5241], [2.3207, -0.2059, -1.9218], [1.6916, -0.4866, -0.5801], [2.1924, 1.4255, 0.7173], [1.8010, 0.2602, 0.4846], [-1.1008, -0.2557, 1.6908], [1.2345, -2.2221, -0.2214], [-2.3645, 1.1514, 2.7158], [-3.1959, -0.3507, 2.2398], [-1.7054, -0.1384, -1.4471], [-3.2893, -0.4883, -0.3855], [-1.8665, -1.4571, -0.1710], [3.4655, -0.3762, -1.8419], [2.0649, -0.8711, -2.6835], [2.2505, 0.8437, -2.2233], [-1.2175, 1.2179, 0.2314], [2.7893, 1.8142, -0.0353], [1.2271, -0.0960, 1.2900]], "forces_ev_per_a": [[-0.465, 0.090, -1.060], [-0.566, 0.763, -0.422], [-0.074, -0.938, 2.155], [2.860, 0.779, 2.165], [0.151, -1.894, -1.037], [1.792, 3.109, 0.209], [-2.530, -2.242, 0.640], [0.928, -0.947, 1.240], [0.339, 1.638, -0.387], [0.463, 0.366, -0.112], [0.601, -0.062, -0.453], [-0.803, -0.329, 0.164], [0.040, 0.060, -1.355], [-0.053, -0.006, -0.928], [-1.436, 0.285, 0.056], [-1.051, -0.911, -1.050], [-0.440, -0.153, 0.023], [0.119, 1.011, 0.733], [-0.583, -0.604, 0.161], [0.708, -0.013, -0.742]], "nbo_charge": [-0.115, 0.070, -0.667, -0.680, 0.096, -0.564, -0.213, -0.515, -0.069, 0.186, 0.177, 0.227, 0.225, 0.235, 0.217, 0.244, 0.230, 0.179, 0.308, 0.427], "total_charge": 0, "multiplicity": 1, "e_tot_ha": -841.89758, "de_lowest_kcal_mol": 47.3, "homo_ev": [-7.7346, -7.7352], "homo_lumo_gap_ev": [8.48, 8.48]}



- Number 2 is which compound?
  C30H56BO7S3



- Look up the multiplicity of the third one.
  1